Density functional theory data (wB97M-V/def2-TZVPD) for a cluster of 13 separate species, H26O13 in total.

Each line ends with the Mulliken charge.
Geometry (Å):
O: -0.216 2.911 -1.296  -0.628
H: -0.392 3.635 -1.894  0.245
H: -0.856 2.701 -0.613  0.317
O: -0.866 -0.073 1.371  -0.481
H: -0.620 -0.128 0.455  0.292
H: -0.185 -0.609 1.793  0.166
O: 1.572 -1.980 1.912  -0.612
H: 0.759 -2.440 1.707  0.289
H: 1.822 -2.227 2.793  0.301
O: -2.896 1.264 -2.062  -0.573
H: -3.432 1.203 -1.235  0.332
H: -2.667 0.345 -1.857  0.240
O: 1.780 0.986 2.282  -0.598
H: 1.588 0.125 1.890  0.354
H: 2.281 1.491 1.634  0.221
O: -1.701 -3.113 1.559  -0.523
H: -2.397 -2.536 1.852  0.293
H: -1.878 -4.048 1.557  0.283
O: 3.716 -0.602 -1.867  -0.623
H: 3.984 -0.714 -0.961  0.299
H: 2.879 -0.941 -2.159  0.286
O: 3.801 1.566 0.054  -0.609
H: 3.975 2.002 0.899  0.294
H: 3.149 2.177 -0.311  0.322
O: -2.155 -3.805 -1.238  -0.589
H: -1.215 -3.710 -1.373  0.362
H: -2.412 -2.972 -0.834  0.317
O: -3.082 1.558 0.627  -0.524
H: -3.170 1.105 1.453  0.231
H: -3.183 2.503 0.696  0.288
O: 0.408 -1.891 -1.861  -0.396
H: 1.156 -2.344 -2.247  0.229
H: -0.289 -2.481 -1.590  0.094
O: 0.490 0.591 -2.595  -0.587
H: 0.219 1.414 -2.137  0.390
H: -0.329 0.098 -2.553  0.259
O: -0.100 3.257 1.885  -0.607
H: -0.067 3.010 2.813  0.294
H: 0.529 2.675 1.452  0.354

Its charge is 0. The value obtained for the LUMO energy is -0.209 eV. As for the HOMO energy: -10.16 eV. The value obtained for the energy relative to the best compared isomer or geometry (same formula, charge and spin) is 81.3 kcal/mol. The maximum force comes out at 2.2 eV/Å. The total energy is -27038.4219 eV. The calculation puts the HOMO-LUMO gap at 0.366 hartree.

Density functional theory data (wB97M-V/def2-TZVPD) for a structure of composition C5H4CuLiO7.

Each line ends with the Mulliken charge.
Geometry (Å):
O: 4.733 -1.480 0.269  -0.426
C: 5.199 -0.608 -0.360  0.534
O: 4.849 0.647 -0.833  -0.289
Li: 2.790 -1.183 1.130  0.904
O: 2.402 1.690 1.056  -0.479
O: 1.475 -0.141 0.213  -0.281
C: 0.297 0.289 -0.438  -0.504
C: -0.777 0.652 0.578  -0.350
O: -1.935 1.162 -0.074  -0.318
C: 2.620 0.798 0.261  -0.020
H: 0.519 1.168 -1.060  0.274
H: -0.043 -0.546 -1.064  0.314
H: -0.422 1.462 1.228  0.243
H: -1.040 -0.216 1.195  0.311
O: -3.904 0.816 -1.008  -0.738
O: -2.748 -0.932 -0.313  -0.725
C: -2.878 0.302 -0.499  0.828
Cu: -5.158 -1.190 -1.329  0.722

Its charge is 0. The value obtained for the LUMO energy (alpha / beta) is -2.043 / -2.043 eV. As for the HOMO energy (alpha / beta): -7.66 / -7.59 eV. The value obtained for the energy relative to the best compared isomer or geometry (same formula, charge and spin) is 141.7 kcal/mol. The maximum force comes out at 10.2 eV/Å. The total energy is -64422.6231 eV. The calculation puts the HOMO-LUMO gap (alpha / beta) at 0.206 / 0.204 hartree.

Density functional theory data (wB97M-V/def2-TZVPD) for a structure of composition C60H47HgN5O4S.

Each line ends with the Mulliken spin population.
Geometry (Å):
Hg: -24.275 10.777 -6.714  0.012
C: -32.581 14.553 -3.287  -0.001
O: -31.326 14.936 -2.615  0.000
C: -30.222 14.373 -3.076  -0.010
C: -29.350 13.736 -2.108  0.006
C: -28.242 13.099 -2.532  -0.012
C: -27.785 13.145 -3.885  -0.027
C: -28.640 13.818 -4.799  -0.004
C: -29.808 14.472 -4.388  0.008
C: -26.456 12.611 -4.410  -0.035
C: -25.710 13.470 -5.271  0.090
C: -25.926 14.868 -5.412  0.013
C: -25.002 15.316 -6.277  0.073
C: -24.049 14.233 -6.540  0.075
N: -24.540 13.111 -5.971  -0.099
C: -22.955 14.368 -7.434  -0.054
C: -22.133 13.305 -7.890  0.116
C: -21.103 13.448 -8.928  -0.078
C: -20.533 12.222 -9.035  0.062
C: -21.120 11.328 -8.025  -0.152
C: -20.835 9.951 -7.805  0.198
C: -20.240 9.134 -8.913  0.056
C: -20.836 7.862 -9.231  0.042
C: -20.463 7.124 -10.344  -0.022
C: -19.500 7.582 -11.224  0.049
O: -19.209 6.965 -12.398  0.003
C: -20.321 6.571 -13.275  0.002
C: -18.759 8.733 -10.830  -0.022
C: -19.187 9.539 -9.732  0.053
C: -21.286 9.270 -6.597  0.154
N: -22.511 9.555 -5.958  0.039
C: -22.600 8.615 -4.860  -0.038
C: -23.657 8.535 -3.889  0.192
C: -23.461 7.580 -2.757  0.043
C: -24.459 6.688 -2.292  0.052
C: -24.262 5.962 -1.147  -0.031
C: -23.062 6.050 -0.369  0.058
O: -22.880 5.011 0.502  0.004
C: -21.983 5.214 1.626  0.003
C: -22.058 6.946 -0.813  -0.022
C: -22.265 7.596 -2.014  0.052
C: -24.817 9.401 -4.004  -0.158
C: -26.060 9.220 -3.341  0.094
C: -26.767 10.427 -3.356  -0.141
C: -26.015 11.330 -4.121  0.114
N: -24.836 10.700 -4.576  0.058
C: -21.405 7.844 -4.841  0.158
C: -20.571 8.274 -5.890  -0.002
N: -22.060 12.033 -7.299  0.097
C: -22.599 15.769 -7.866  -0.037
C: -22.612 16.184 -9.220  -0.002
C: -22.230 17.479 -9.563  0.005
C: -21.764 18.422 -8.607  -0.002
O: -21.301 19.626 -8.924  0.000
C: -20.044 19.665 -9.661  0.000
C: -21.885 18.083 -7.271  0.003
C: -22.360 16.796 -6.914  -0.005
H: -33.420 14.916 -2.689  0.000
H: -32.667 13.425 -3.410  0.000
H: -32.616 14.997 -4.313  0.000
H: -29.648 13.641 -1.037  0.000
H: -27.728 12.453 -1.843  -0.002
H: -28.449 13.710 -5.854  -0.004
H: -30.326 15.102 -5.094  0.000
H: -26.692 15.416 -4.869  0.000
H: -24.922 16.327 -6.651  0.002
H: -20.796 14.349 -9.416  -0.011
H: -19.836 11.888 -9.827  0.006
H: -21.596 7.455 -8.515  -0.006
H: -20.975 6.179 -10.547  -0.001
H: -19.889 6.596 -14.302  -0.001
H: -21.175 7.261 -13.164  0.000
H: -20.675 5.573 -12.980  0.000
H: -17.946 9.104 -11.455  -0.001
H: -18.650 10.431 -9.510  -0.001
H: -25.385 6.487 -2.841  -0.005
H: -24.979 5.187 -0.839  -0.003
H: -21.987 4.312 2.283  0.000
H: -22.383 6.085 2.243  -0.001
H: -20.920 5.387 1.299  0.001
H: -21.134 7.165 -0.271  -0.001
H: -21.454 8.211 -2.371  -0.005
H: -26.352 8.272 -2.875  0.007
H: -27.764 10.597 -2.953  -0.015
H: -21.196 7.071 -4.121  0.015
H: -19.588 7.916 -6.064  0.003
H: -22.798 15.460 -9.997  -0.005
H: -22.294 17.720 -10.596  0.000
H: -20.017 20.706 -10.102  0.000
H: -20.038 18.906 -10.501  0.000
H: -19.258 19.521 -8.887  0.000
H: -21.554 18.802 -6.513  0.001
H: -22.443 16.599 -5.857  -0.003
N: -25.209 10.856 -8.598  0.005
S: -24.755 10.451 -10.111  -0.001
C: -24.933 11.910 -11.097  -0.003
C: -26.191 12.447 -11.392  0.000
C: -26.384 13.312 -12.503  0.000
C: -25.269 13.816 -13.161  0.001
C: -23.997 13.444 -12.716  0.001
C: -23.826 12.428 -11.749  0.002
C: -26.190 9.480 -10.558  0.000
C: -26.868 8.672 -9.665  -0.003
C: -28.120 8.116 -10.025  0.000
C: -28.636 8.222 -11.357  0.000
C: -27.881 8.921 -12.314  0.000
C: -26.683 9.546 -11.915  0.000
H: -26.030 11.413 -8.632  -0.001
H: -27.030 12.083 -10.767  0.000
H: -27.437 13.592 -12.751  0.000
H: -25.384 14.531 -13.956  0.000
H: -23.154 14.034 -13.029  0.000
H: -22.838 12.083 -11.559  -0.001
H: -26.549 8.622 -8.625  0.002
H: -28.682 7.601 -9.224  0.000
H: -29.633 7.849 -11.608  0.000
H: -28.199 8.929 -13.331  0.000
H: -26.172 10.182 -12.602  0.000

Its charge is -1. The value obtained for the LUMO energy (alpha / beta) is 1.443 / 1.443 eV. As for the HOMO energy (alpha / beta): -1.97 / -2.98 eV. The expectation value of S² is 1.105. As for the spin multiplicity: 2. The maximum force comes out at 3.7 eV/Å. The total energy is -93626.2524 eV. The calculation puts the HOMO-LUMO gap (alpha / beta) at 0.125 / 0.162 hartree.